1.
The following is a quantum chemistry calculation of a 2-piece molecular cluster, C6H17N2 overall at a distorted geometry, from the OMol25 dataset.

```
25
Properties=species:S:1:pos:R:3:forces:R:3:lowdin_charge:R:1
C -1.458 -0.218 -1.034 0.060 1.984 -2.215 -0.163
N -0.252 0.180 -0.434 -0.766 -1.866 0.135 0.249
C 0.883 -0.633 -0.518 1.230 1.348 -0.266 -0.173
C 2.142 0.147 -0.029 -1.063 0.403 -0.339 -0.419
C 1.806 0.680 1.358 0.015 -1.190 -0.227 -0.058
C 3.336 -0.741 -0.283 0.674 -0.461 -0.735 -0.069
C -2.318 -1.151 -0.134 -2.736 0.065 0.960 -0.203
N -2.853 -0.481 1.071 1.041 -0.004 -1.040 0.037
H -1.368 -0.588 -2.118 0.288 -0.456 1.652 0.178
H -2.063 0.711 -1.143 0.176 -0.477 0.409 0.146
H -2.138 -0.020 1.624 -0.071 -0.230 0.097 0.075
H 0.788 -1.595 0.056 -0.522 0.368 -0.182 0.205
H 1.109 -0.940 -1.553 -0.734 -0.502 -0.234 0.165
H 2.169 1.003 -0.764 0.349 -0.581 0.843 0.154
H 1.396 -0.138 1.973 0.109 0.147 -0.040 0.090
H 1.015 1.391 1.196 -0.061 0.609 0.531 0.066
H 2.652 1.061 1.898 0.295 0.531 0.069 0.085
H 3.277 -1.776 0.092 -0.316 0.392 0.301 0.091
H 3.341 -0.864 -1.388 0.611 0.035 0.534 0.092
H 4.309 -0.343 0.068 -0.674 0.024 -0.353 0.102
H -3.245 -1.414 -0.730 1.270 0.248 0.265 0.150
H -1.815 -2.065 0.101 0.973 -0.552 -0.163 0.105
H -3.508 4.230 -0.251 -0.020 0.027 -0.013 -0.005
H -3.355 -1.156 1.635 -0.150 0.171 -0.004 0.094
H -3.851 4.718 -0.693 0.023 -0.032 0.014 0.006
```
Positions in Å, forces in eV/Å.

Kohn-Sham gap	5.66	eV
charge	+1

=====

2.
The following is a quantum chemistry calculation of one molecule with the formula C6H17N2OP at a distorted geometry, from the OMol25 dataset.

```
27
Properties=species:S:1:pos:R:3:forces:R:3:lowdin_charge:R:1
C 3.261 -1.251 -0.077 0.160 0.281 -0.174 -0.118
C 2.854 0.212 0.247 -0.151 -1.166 -0.186 -0.254
C 1.331 0.441 0.230 0.643 1.443 0.458 -0.288
N 1.086 1.883 0.610 -1.594 -1.735 -1.197 -0.236
P -0.418 2.538 0.032 -0.083 3.443 1.291 0.797
O -0.440 2.617 -1.663 0.216 -1.396 1.129 -0.334
N -1.727 1.549 0.634 1.065 -0.643 -2.148 -0.218
C -2.134 0.403 -0.225 -0.105 -1.310 1.167 -0.281
C -1.820 -0.951 0.501 -0.166 -0.421 -1.114 -0.248
C -2.846 -2.087 0.147 0.554 0.603 0.238 -0.105
H 2.849 -1.596 -1.041 -0.022 0.143 0.369 0.070
H 4.356 -1.309 -0.182 -0.330 -0.044 0.149 0.067
H 2.956 -1.952 0.714 0.016 0.244 -0.267 0.071
H 3.252 0.443 1.248 -0.233 0.202 -0.338 0.112
H 3.344 0.867 -0.493 -0.252 -0.032 0.296 0.107
H 0.891 0.298 -0.775 0.367 -0.608 0.301 0.093
H 0.800 -0.147 0.991 0.281 -0.102 -0.448 0.101
H 1.840 2.462 0.259 -0.100 0.220 0.017 0.048
H -0.238 1.777 -2.098 -0.028 -0.018 -0.279 0.015
H -2.511 2.185 0.668 0.150 0.253 0.219 0.043
H -3.219 0.428 -0.423 0.406 0.245 0.120 0.106
H -1.639 0.376 -1.210 -0.175 0.257 0.233 0.087
H -0.841 -1.298 0.126 -0.256 0.144 0.442 0.075
H -1.732 -0.819 1.587 -0.176 0.199 -0.373 0.101
H -2.417 -2.762 -0.608 -0.268 0.090 0.295 0.065
H -3.775 -1.666 -0.266 0.202 -0.210 0.261 0.061
H -3.063 -2.641 1.069 -0.124 -0.082 -0.462 0.065
```
Positions in Å, forces in eV/Å.

Kohn-Sham gap	8.73	eV
SMILES	CCCNP(O)NCCC

=====

3.
The following is a quantum chemistry calculation of an isolated ion of composition C6H17N3 and charge +2 at a distorted geometry, from the OMol25 dataset.

```
26
Properties=species:S:1:pos:R:3:forces:R:3:lowdin_charge:R:1
C 0.505 -0.656 0.070 -0.734 2.544 0.252 -0.088
C 2.825 -0.427 -0.544 0.228 0.263 0.204 0.024
C 1.706 1.581 0.176 -0.638 -0.194 0.857 0.034
C -1.360 0.896 -0.993 0.874 2.197 -1.605 -0.036
C -1.868 -1.319 -0.405 -3.082 -2.149 -3.435 -0.030
C -1.646 0.451 1.279 -3.230 -0.836 0.505 0.019
N 1.477 0.202 -0.301 -0.771 -3.189 1.784 -0.082
N 0.611 -1.873 0.558 0.194 0.595 -0.232 0.254
N -1.185 -0.104 0.017 1.733 -1.814 -0.409 -0.249
H 2.694 -1.425 -0.900 -0.096 -0.695 -0.182 0.091
H 3.178 0.171 -1.387 0.641 -0.155 0.410 0.120
H 3.500 -0.441 0.375 -0.951 0.425 -1.207 0.151
H 0.821 2.149 0.016 -0.576 0.661 0.201 0.076
H 1.981 1.509 1.261 -0.164 0.304 -0.991 0.145
H 2.494 2.010 -0.418 0.306 0.072 -0.067 0.112
H -1.162 1.842 -0.551 -0.182 0.914 0.454 0.096
H -0.638 0.854 -1.768 1.029 -0.685 -0.709 0.110
H -2.268 0.992 -1.570 -0.915 -0.726 0.709 0.141
H -3.057 -1.278 -0.566 2.450 0.380 1.638 0.195
H -1.718 -1.415 -1.537 0.701 -0.163 1.493 0.146
H -1.549 -2.276 0.087 -1.232 1.419 -0.311 0.103
H -0.970 1.064 1.701 2.540 2.448 1.012 0.071
H -2.630 1.003 1.219 1.072 -0.589 -0.682 0.170
H -1.831 -0.280 2.018 -0.079 -1.372 0.549 0.110
H 1.398 -2.073 1.184 -0.114 -0.200 -0.568 0.181
H -0.118 -2.590 0.428 0.996 0.546 0.331 0.136
```
Positions in Å, forces in eV/Å.

Kohn-Sham gap	10.57	eV
charge	+2
SMILES	CN(C)C(=[NH2+])[N+](C)(C)C

=====

4.
The following is a quantum chemistry calculation of C6H17N4O2S as an isolated structure at a distorted geometry, from the OMol25 dataset.

```
30
Properties=species:S:1:pos:R:3:forces:R:3:lowdin_charge:R:1
C 1.286 1.947 -0.278 0.820 -1.943 1.117 -0.444
C 1.152 -2.066 -1.137 -1.406 2.504 0.229 -0.029
C -1.160 -2.334 -2.305 -0.947 -0.335 -0.192 -0.059
C -1.175 0.184 3.396 2.193 -1.149 0.491 -0.106
C -1.005 -1.167 -0.151 -0.780 3.867 0.333 0.046
C -0.290 -1.493 -1.378 1.520 1.441 -1.281 -0.450
N 1.469 2.883 -1.140 1.039 1.432 -0.477 0.254
N 2.229 1.595 0.610 -2.284 -1.033 -0.147 0.221
N -0.017 0.327 0.687 -2.092 -4.103 -0.669 -0.165
N 0.184 1.192 -0.376 -0.984 0.648 0.279 -0.007
O -2.151 1.519 1.291 -0.202 -0.364 0.802 -0.293
O 0.025 2.196 2.213 0.046 0.642 0.884 -0.309
S -0.905 1.150 1.910 0.553 0.165 -1.898 0.607
H 1.555 -1.622 -0.221 0.253 0.417 -0.424 0.072
H 1.122 -3.061 -0.905 -0.073 -2.840 0.100 0.048
H 1.734 -1.844 -2.022 0.383 -0.197 0.083 0.087
H -1.490 -3.340 -2.094 0.344 -0.441 1.450 0.088
H -0.612 -2.545 -3.170 1.097 0.111 -1.602 0.065
H -2.104 -1.927 -2.654 0.028 0.915 0.168 0.087
H -1.907 0.901 3.693 -0.950 0.054 1.248 0.047
H -1.580 -0.829 3.218 -0.104 0.757 -0.134 0.078
H -0.277 0.080 4.183 -1.862 0.693 -2.221 0.142
H -2.053 -0.753 -0.193 1.307 0.153 -0.392 0.127
H -1.094 -2.004 0.432 0.532 -1.756 2.546 0.079
H -0.068 -0.510 -1.901 -0.632 -1.142 0.213 0.132
H 2.297 3.445 -1.178 0.198 0.089 0.081 0.149
H 0.809 3.017 -1.844 -1.054 0.404 -1.276 0.121
H 2.878 2.308 0.745 1.507 0.998 0.783 0.107
H 1.778 1.127 1.423 1.080 0.528 -0.690 0.119
H -0.628 1.627 -0.855 0.469 -0.518 0.594 0.186
```
Positions in Å, forces in eV/Å.

Kohn-Sham gap	11.17	eV
charge	+1

=====

5.
The following is a quantum chemistry calculation of a 4-piece molecular cluster, C6H17NO overall at a distorted geometry, from the OMol25 dataset.

```
25
Properties=species:S:1:pos:R:3:forces:R:3:lowdin_charge:R:1
C -1.281 -2.231 -0.603 0.758 0.222 -3.534 -0.188
C -1.319 -2.239 0.761 1.605 0.996 2.080 -0.049
C -0.243 -1.544 1.602 -0.981 -0.133 -1.502 -0.077
C -0.285 -1.906 -1.598 0.326 -2.251 4.723 0.148
N 0.585 2.177 -0.683 0.125 0.154 0.010 -0.196
C 1.880 2.690 -0.227 -0.253 0.435 1.266 -0.180
C 0.707 0.803 -1.114 0.467 -0.990 0.019 -0.222
H -2.172 -2.576 -1.104 -0.505 0.125 0.083 0.100
H -1.849 -0.014 0.100 0.926 -1.101 -0.310 0.026
H -2.319 0.486 0.220 -1.363 1.353 0.332 0.094
H -2.226 -2.685 1.214 0.774 0.256 -0.112 0.129
H 0.430 -2.242 2.096 -0.239 -0.350 0.335 0.092
H -0.641 -0.814 2.359 0.108 -0.264 -0.669 0.097
H 0.374 -0.966 0.897 -0.192 -0.055 0.600 0.044
H -0.572 -2.074 -2.589 -0.232 0.273 -1.482 0.057
H 0.792 -2.061 -1.292 -1.192 1.078 -0.629 0.115
H 2.222 2.088 0.704 -0.386 1.130 -1.183 0.088
H 2.651 2.563 -0.994 -0.158 0.171 -0.033 0.057
H 1.760 3.808 0.011 0.403 -1.668 -0.185 0.089
H 0.624 0.715 -2.242 0.080 -0.133 0.898 0.088
H 1.682 0.291 -0.800 -0.907 0.691 -0.363 0.092
H -0.077 0.210 -0.597 0.331 0.509 -0.581 -0.010
H -0.450 2.074 2.137 -0.102 0.334 0.459 -0.066
H -0.057 2.112 0.163 0.817 -0.030 -0.396 0.034
O -0.215 1.336 1.580 -0.210 -0.751 0.174 -0.361
```
Positions in Å, forces in eV/Å.

Kohn-Sham gap	3.63	eV

=====

6.
The following is a quantum chemistry calculation of C6H17NO as an isolated structure at a distorted geometry, from the OMol25 dataset.

```
25
Properties=species:S:1:pos:R:3:forces:R:3:lowdin_charge:R:1
C 2.305 0.213 0.297 -1.310 -0.958 -0.118 -0.547
C 3.143 -0.592 -0.674 0.149 0.216 0.231 -0.054
C 2.518 -0.152 1.758 0.324 0.125 -0.196 -0.055
O 2.524 1.579 0.042 0.054 0.432 0.041 -0.045
H 1.882 2.079 0.561 0.070 -0.041 -0.078 0.090
H 1.177 -0.051 0.097 1.939 0.201 0.329 0.036
H 2.922 -0.296 -1.698 -0.019 -0.021 -0.033 0.077
H 1.855 0.430 2.399 -0.042 -0.010 0.014 0.076
H 2.950 -1.657 -0.557 -0.022 -0.017 -0.008 0.080
H 4.204 -0.406 -0.488 0.054 -0.038 -0.039 0.081
H 3.551 0.059 2.043 0.030 -0.002 0.078 0.080
H 2.323 -1.212 1.925 -0.050 -0.007 -0.001 0.079
C -2.336 0.296 -0.492 -0.683 1.136 -0.110 -0.342
C -3.048 0.210 0.846 0.394 -0.130 0.011 -0.104
C -2.981 -0.533 -1.594 0.468 -0.253 0.099 -0.101
N -0.256 0.218 -0.201 -3.061 -0.703 0.298 0.004
H -2.295 1.340 -0.810 0.346 -0.266 0.108 0.110
H -1.257 -0.458 -0.257 1.823 0.749 -0.439 0.046
H -0.038 0.596 -1.130 -0.442 -0.330 -0.186 0.018
H -3.079 -0.823 1.198 -0.065 0.021 0.085 0.079
H -2.423 -0.450 -2.527 -0.033 -0.027 0.010 0.075
H -4.075 0.574 0.758 0.039 -0.056 -0.107 0.081
H -2.541 0.820 1.593 0.025 -0.052 -0.003 0.076
H -3.020 -1.586 -1.308 -0.053 -0.036 -0.083 0.079
H -4.005 -0.195 -1.779 0.066 0.066 0.097 0.082
```
Positions in Å, forces in eV/Å.

Kohn-Sham gap	8.91	eV

=====

7.
The following is a quantum chemistry calculation of a 2-piece molecular cluster, C6H17NO overall at a distorted geometry, from the OMol25 dataset.

```
25
Properties=species:S:1:pos:R:3:forces:R:3:lowdin_charge:R:1
C -2.376 1.837 -0.996 -0.847 -3.212 -3.766 -0.093
C -1.513 0.554 -0.985 0.280 0.051 -0.830 -0.244
C -1.169 0.143 0.456 2.016 -0.873 0.504 -0.202
C 0.214 0.773 0.932 -2.032 1.051 1.039 -0.197
C 1.449 0.529 0.058 -2.212 -1.847 -0.615 -0.227
N 1.841 -0.907 -0.055 -0.958 1.364 4.465 -0.102
C 2.696 -1.283 1.111 -1.497 -1.274 0.006 -0.117
H -2.010 2.665 -0.581 1.762 3.132 2.034 0.019
H -3.290 1.562 -0.595 -1.825 -0.322 1.616 0.045
H -2.764 2.145 -2.001 0.968 -0.347 0.242 0.091
H -2.038 -0.253 -1.514 -0.128 0.216 0.374 0.098
H -0.604 0.672 -1.632 -0.624 0.047 0.733 0.096
H -1.908 0.525 1.131 -0.589 0.362 0.355 0.088
H -1.156 -0.975 0.692 0.023 1.703 -0.699 0.087
H 0.281 0.698 2.062 0.540 -0.829 -1.203 0.115
H 0.018 1.879 0.936 0.336 -0.544 -0.587 0.109
H 2.185 1.154 0.496 1.320 0.671 -0.268 0.092
H 1.096 0.774 -0.966 0.868 0.517 0.651 0.104
H 2.277 -1.080 -0.875 1.879 -0.420 -3.028 0.046
H 2.002 -1.270 2.021 1.052 -0.743 -1.113 0.095
H 3.254 -2.244 0.899 -1.157 0.702 0.555 0.092
H 3.469 -0.601 1.382 0.695 1.108 -0.231 0.044
H -1.057 -2.527 0.030 0.284 -0.336 -2.675 0.063
H 0.006 -2.207 -1.023 -0.349 -0.092 0.049 0.012
O -0.903 -2.563 -0.982 0.197 -0.086 2.393 -0.114
```
Positions in Å, forces in eV/Å.

Kohn-Sham gap	10.25	eV
SMILES	CCCCCNC.O

=====

8.
The following is a quantum chemistry calculation of a 2-piece molecular cluster, C6H17NO overall at a distorted geometry, from the OMol25 dataset.

```
25
Properties=species:S:1:pos:R:3:forces:R:3:lowdin_charge:R:1
C 1.152 -0.300 1.093 -2.294 0.450 0.571 -0.599
C 0.964 -1.763 1.517 0.330 0.337 -0.043 -0.056
C 1.865 0.540 2.147 0.160 -0.343 -0.273 -0.057
O 1.708 -0.189 -0.159 -1.301 0.217 -2.713 -0.153
H 0.774 -0.114 -0.857 2.260 -0.129 2.319 0.120
H 0.102 0.139 0.994 1.677 -0.876 0.811 0.069
H 1.940 -2.221 1.679 0.040 -0.106 0.081 0.075
H 0.469 -2.318 0.721 -0.072 -0.019 -0.032 0.061
H 0.370 -1.834 2.429 0.001 -0.076 0.103 0.071
H 2.865 0.143 2.322 0.133 0.032 0.041 0.075
H 1.959 1.569 1.804 0.007 0.061 -0.011 0.071
H 1.321 0.524 3.091 -0.028 -0.004 0.043 0.072
C -0.536 1.180 -2.294 -0.238 0.417 0.007 -0.112
C -1.482 -0.915 -1.562 -0.240 -0.114 0.053 -0.106
C -1.404 1.028 0.100 0.021 -0.584 -3.785 0.002
N -0.661 0.228 -1.207 -1.286 1.074 2.708 -0.300
H -0.144 0.681 -3.183 -0.005 -0.057 0.090 0.093
H 0.169 1.958 -2.001 -0.008 0.019 -0.050 0.093
H -1.497 1.652 -2.552 0.117 -0.097 -0.007 0.087
H -1.524 -1.606 -0.722 0.036 -0.035 0.004 0.082
H -1.046 -1.438 -2.417 0.005 0.082 0.061 0.093
H -2.512 -0.625 -1.815 0.072 0.015 -0.050 0.087
H -2.313 1.373 -0.398 -0.125 0.339 0.015 0.066
H -1.755 0.421 0.931 0.675 -0.307 -0.176 0.080
H -0.783 1.887 0.339 0.065 -0.293 0.235 0.085
```
Positions in Å, forces in eV/Å.

Kohn-Sham gap	9.34	eV
SMILES	CC(C)O.CN(C)C

=====

Respective HOMO energy values: -0.51369, -0.29675, -0.71369, -0.50939, -0.25257, -0.30531, -0.34259, -0.31698 Eh.